(1)
Entry from the Open Molecules 2025 dataset: C28H63F3N9O12STl as an isolated structure (ωB97M-V with the def2-TZVPD basis set).

Last column: Mulliken charge in e.
Element x y z (Å)
Tl1 -0.465 -4.319 -2.263  1.258
C1 -1.497 0.374 0.230  -0.594
F1 -2.410 -0.204 1.010  0.003
F2 -2.045 0.815 -0.881  -0.170
F3 -0.959 1.392 0.887  0.057
S1 -0.100 -0.814 -0.093  0.009
O1 0.769 -0.062 -0.995  0.208
O2 0.381 -1.095 1.256  -0.356
O3 -0.625 -2.004 -0.762  0.389
C2 4.008 -1.591 -2.128  -0.210
C3 3.021 -2.408 -1.337  0.621
O4 2.065 -2.945 -1.899  -0.492
N1 3.273 -2.611 -0.038  0.220
C4 4.412 -2.114 0.703  -0.932
H1 3.503 -1.131 -2.973  -0.376
H2 4.827 -2.165 -2.571  0.501
H3 4.528 -0.835 -1.539  -0.302
H4 2.557 -3.175 0.394  -0.006
H5 5.359 -2.218 0.177  0.371
H6 4.546 -2.647 1.643  0.338
H7 4.214 -1.074 0.977  0.179
C5 1.370 -6.294 2.352  -1.670
C6 1.036 -4.972 1.808  0.981
O5 0.909 -4.839 0.574  -0.473
N2 0.951 -3.881 2.608  0.544
C7 0.861 -3.865 4.053  -1.079
H8 0.694 -6.689 3.115  0.393
H9 2.315 -6.173 2.901  0.369
H10 1.528 -7.069 1.613  0.382
H11 0.779 -3.003 2.134  -0.311
H12 1.809 -3.807 4.596  0.335
H13 0.459 -4.812 4.424  0.357
H14 0.187 -3.056 4.326  0.257
C8 0.135 7.955 -0.772  -1.124
C9 -0.658 6.749 -0.272  0.570
O6 -1.827 6.825 0.039  -0.471
N3 0.016 5.565 -0.282  -0.093
C10 -0.696 4.308 -0.197  -0.362
H15 -0.530 8.633 -1.311  0.341
H16 0.812 7.695 -1.590  0.386
H17 0.625 8.529 0.010  0.281
H18 0.928 5.583 -0.708  0.324
H19 -0.017 3.463 -0.302  0.002
H20 -1.354 4.274 -1.073  0.343
H21 -1.281 4.132 0.704  0.135
C11 6.956 1.134 -0.975  -1.183
C12 5.496 1.423 -1.170  0.679
O7 5.087 1.627 -2.313  -0.585
N4 4.656 1.382 -0.120  -0.041
C13 3.207 1.371 -0.216  0.801
H22 7.227 1.135 0.088  0.338
H23 7.547 1.901 -1.463  0.354
H24 7.145 0.108 -1.283  0.285
H25 5.054 1.349 0.806  0.291
H26 2.980 1.255 -1.273  -1.135
H27 2.826 2.314 0.178  0.536
H28 2.709 0.534 0.270  -0.373
C14 -4.193 -4.253 1.279  -1.201
C15 -2.741 -3.984 1.062  0.545
O8 -2.241 -4.326 -0.021  -0.458
N5 -2.033 -3.336 1.977  0.769
C16 -2.433 -2.666 3.207  -1.007
H29 -4.335 -5.325 1.426  0.343
H30 -4.790 -4.018 0.401  0.323
H31 -4.601 -3.705 2.128  0.396
H32 -1.062 -3.228 1.705  -0.545
H33 -2.547 -3.376 4.028  0.372
H34 -3.348 -2.115 3.006  0.367
H35 -1.636 -2.001 3.530  0.103
C17 -4.400 -1.603 -1.534  0.314
C18 -3.887 -2.013 -2.891  0.527
O9 -3.178 -3.016 -2.951  -0.620
N6 -4.234 -1.252 -3.935  -0.138
C19 -3.856 -1.459 -5.330  -0.871
H36 -4.651 -0.545 -1.406  -0.128
H37 -3.635 -1.784 -0.781  -0.539
H38 -5.304 -2.157 -1.280  0.453
H39 -4.900 -0.538 -3.681  0.227
H40 -4.777 -1.649 -5.883  0.356
H41 -3.071 -2.201 -5.388  0.304
H42 -3.551 -0.508 -5.771  0.307
C20 1.915 3.669 3.603  -1.202
C21 0.744 2.720 3.563  0.689
O10 -0.396 3.174 3.595  -0.598
N7 0.922 1.381 3.537  0.129
C22 2.229 0.752 3.354  -0.564
H43 2.061 3.891 4.668  0.359
H44 1.485 4.609 3.257  0.401
H45 2.901 3.442 3.212  0.342
H46 0.102 0.806 3.437  0.139
H47 2.570 1.126 2.388  0.050
H48 2.267 -0.333 3.323  0.067
H49 2.880 1.043 4.179  0.480
C23 -5.389 2.756 -0.556  -0.829
C24 -4.466 3.299 0.506  0.820
O11 -3.990 4.422 0.475  -0.509
N8 -4.222 2.415 1.506  -0.009
C25 -3.392 2.694 2.658  -0.803
H50 -4.858 1.856 -0.883  -0.100
H51 -5.508 3.484 -1.351  0.331
H52 -6.373 2.495 -0.172  0.375
H53 -4.582 1.482 1.396  0.241
H54 -2.908 3.668 2.676  0.294
H55 -2.624 1.921 2.700  0.083
H56 -3.901 2.692 3.625  0.413
C26 -0.752 0.511 -4.065  -1.038
C27 0.104 -0.701 -3.820  0.427
O12 -0.466 -1.765 -3.575  -0.435
N9 1.440 -0.610 -3.891  0.008
C28 2.205 0.600 -4.226  -1.067
H57 -1.000 0.690 -5.107  0.376
H58 -0.326 1.378 -3.553  0.478
H59 -1.680 0.365 -3.510  -0.071
H60 1.921 -1.493 -4.000  0.408
H61 1.587 1.172 -4.915  0.486
H62 3.154 0.365 -4.700  0.408
H63 2.452 1.127 -3.304  0.122

As for the total charge: +2. Its calculated total energy is -91703.9385 eV.

(2)
Entry from the Open Molecules 2025 dataset: C28H64BBr4F6InNO16S2 as an isolated structure (ωB97M-V with the def2-TZVPD basis set).

Last column: Mulliken charge in e.
Element x y z (Å)
In1 3.210 2.204 -0.264  1.615
B1 1.085 -0.130 0.468  0.289
F1 2.222 -0.333 -0.180  0.121
F2 0.100 -0.031 -0.395  0.050
F3 1.242 -0.420 1.785  -0.369
F4 1.327 1.952 0.826  -0.689
N1 5.266 1.310 -0.218  -0.180
S1 5.570 0.601 1.220  1.067
O1 5.416 1.437 2.309  -0.547
O2 6.546 -0.390 1.233  -0.564
F5 4.217 -0.294 1.169  -0.139
S2 5.729 0.826 -1.700  0.969
O3 4.863 -0.166 -2.274  -0.498
O4 7.090 0.614 -2.047  -0.530
F6 5.095 2.178 -2.325  -0.266
C1 2.334 -0.336 -3.776  -0.884
O5 2.148 0.732 -2.813  0.271
C2 1.409 1.899 -3.230  -0.504
C3 2.343 3.129 -3.070  -0.623
O6 1.951 3.739 -1.731  -0.214
C4 2.340 5.048 -1.423  -0.452
C5 2.921 5.007 0.012  -0.789
O7 4.062 4.145 -0.150  -0.160
C6 5.155 5.014 -0.775  -0.902
H1 2.802 0.012 -4.704  0.300
H2 1.307 -0.603 -4.039  0.201
H3 2.793 -1.221 -3.338  0.256
H4 0.549 1.994 -2.597  0.187
H5 1.063 1.937 -4.254  0.520
H6 2.335 3.912 -3.817  0.576
H7 3.394 2.830 -2.954  0.272
H8 1.412 5.693 -1.402  0.335
H9 2.985 5.495 -2.182  0.449
H10 2.196 4.417 0.633  0.355
H11 3.181 5.982 0.452  0.337
H12 5.835 4.413 -1.367  0.269
H13 5.634 5.544 0.036  0.322
H14 4.678 5.667 -1.479  0.397
C7 -2.368 1.016 -1.781  -1.157
O8 -1.358 1.154 -2.845  -0.042
C8 -1.789 0.214 -3.884  -0.287
C9 -2.429 1.080 -4.973  -0.401
O9 -2.818 0.238 -6.026  -0.290
C10 -3.677 0.904 -6.911  -0.511
C11 -4.230 -0.171 -7.881  -0.423
O10 -5.340 0.411 -8.486  -0.328
C12 -5.847 -0.379 -9.529  -0.703
H15 -2.108 1.599 -0.902  0.343
H16 -2.486 -0.018 -1.449  0.368
H17 -3.369 1.295 -2.106  0.388
H18 -2.516 -0.512 -3.499  0.382
H19 -0.916 -0.349 -4.278  0.050
H20 -1.810 1.885 -5.326  0.229
H21 -3.294 1.523 -4.470  0.230
H22 -3.236 1.737 -7.475  0.252
H23 -4.555 1.262 -6.396  0.337
H24 -4.547 -0.965 -7.203  0.285
H25 -3.538 -0.545 -8.620  0.368
H26 -5.866 -1.417 -9.209  0.318
H27 -5.165 -0.271 -10.420  0.265
H28 -6.843 -0.008 -9.752  0.243
C13 -0.112 -3.308 2.031  -0.472
O11 1.104 -3.915 2.178  -0.458
C14 2.252 -3.093 1.902  0.545
C15 3.440 -4.015 2.013  -0.621
O12 3.599 -4.805 0.844  -0.364
C16 4.387 -6.038 0.936  -0.691
C17 5.818 -5.731 1.332  -0.424
O13 6.440 -5.108 0.282  -0.274
C18 7.808 -4.919 0.515  -0.780
H29 -0.945 -4.020 2.069  0.387
H30 -0.150 -2.768 1.071  0.054
H31 -0.315 -2.548 2.765  0.216
H32 2.343 -2.254 2.596  0.110
H33 2.127 -2.752 0.848  -0.169
H34 3.282 -4.647 2.890  0.394
H35 4.315 -3.375 2.322  0.152
H36 4.448 -6.454 -0.056  0.270
H37 3.831 -6.691 1.600  0.399
H38 6.349 -6.622 1.677  0.469
H39 5.860 -5.056 2.186  0.338
H40 8.237 -5.937 0.527  0.345
H41 7.930 -4.394 1.464  0.305
H42 8.259 -4.405 -0.309  0.240
C19 -8.786 -3.042 5.004  -0.720
O14 -7.840 -2.550 4.002  -0.325
C20 -7.472 -1.199 4.068  -0.597
C21 -6.283 -1.011 3.194  -0.205
O15 -5.743 0.304 3.206  -0.205
C22 -5.923 1.103 2.071  -0.630
C23 -4.606 1.549 1.502  -0.298
O16 -3.955 0.396 0.842  -0.373
C24 -3.100 -0.322 1.703  0.084
H43 -8.358 -2.882 6.007  0.313
H44 -8.807 -4.073 4.768  0.252
H45 -9.795 -2.622 4.909  0.274
H46 -7.160 -0.845 5.058  0.309
H47 -8.315 -0.520 3.828  0.301
H48 -6.478 -1.384 2.154  0.345
H49 -5.500 -1.702 3.587  0.134
H50 -6.511 1.982 2.385  0.385
H51 -6.476 0.623 1.269  0.407
H52 -3.985 1.884 2.357  -0.007
H53 -4.653 2.354 0.772  0.423
H54 -3.546 -1.298 1.970  0.278
H55 -2.765 0.283 2.530  -0.010
H56 -2.121 -0.600 1.214  -0.120
Br1 1.919 1.106 6.770  -0.169
C25 2.471 2.480 5.523  -0.632
C26 2.804 1.883 4.153  -0.262
Br2 3.035 3.294 2.839  -0.006
H57 3.296 3.027 5.959  0.461
H58 1.615 3.100 5.398  0.357
H59 2.054 1.215 3.724  0.075
H60 3.773 1.393 4.082  0.413
Br3 -1.818 2.837 4.527  -0.181
C27 -2.591 1.264 5.332  -0.311
C28 -1.625 0.116 5.055  0.298
Br4 -2.453 -1.612 5.380  -0.151
H61 -3.551 1.064 4.852  0.132
H62 -2.704 1.443 6.419  0.428
H63 -0.727 0.238 5.679  0.165
H64 -1.327 0.088 4.010  -0.365

As for the total charge: +1. Its calculated total energy is -388307.8252 eV.

(3)
Entry from the Open Molecules 2025 dataset: a 12-piece molecular cluster, C28H64O28 overall (ωB97M-V with the def2-TZVPD basis set).

Last column: Mulliken charge in e.
Element x y z (Å)
C1 3.772 -0.519 -5.238  -0.415
C2 4.096 -1.869 -4.501  0.177
O1 4.799 -1.392 -3.291  -0.368
C3 4.652 -0.072 -3.148  0.714
O2 5.054 0.578 -2.237  -0.606
O3 4.048 0.492 -4.205  -0.316
H1 2.748 -0.409 -5.552  0.275
H2 4.395 -0.375 -6.066  0.356
H3 4.818 -2.501 -5.028  0.341
H4 3.235 -2.466 -4.188  -0.163
C4 -3.159 -3.380 -0.990  0.445
C5 -4.171 -2.357 -0.374  0.480
O4 -5.162 -2.225 -1.461  -0.384
C6 -4.650 -2.736 -2.568  0.601
O5 -5.129 -2.586 -3.682  -0.627
O6 -3.540 -3.464 -2.408  -0.315
H5 -3.113 -4.367 -0.556  0.293
H6 -2.154 -2.955 -1.004  -0.432
H7 -3.749 -1.350 -0.072  -0.250
H8 -4.773 -2.819 0.433  0.277
C7 -0.146 -6.205 -2.966  -0.274
C8 0.856 -5.069 -3.189  0.220
O7 1.622 -5.452 -4.298  -0.313
C9 1.366 -6.765 -4.557  0.514
O8 1.917 -7.382 -5.425  -0.553
O9 0.407 -7.239 -3.734  -0.353
H9 -1.149 -5.989 -3.308  0.249
H10 -0.262 -6.562 -1.984  0.277
H11 1.506 -5.186 -2.294  0.142
H12 0.482 -4.087 -3.386  0.068
C10 1.297 -0.710 -0.074  1.534
C11 -0.183 -1.080 -0.291  0.864
O10 -0.053 -1.981 -1.452  -0.417
C12 0.927 -1.485 -2.202  0.081
O11 1.157 -1.813 -3.322  -0.608
O12 1.755 -0.679 -1.494  0.253
H13 1.801 -1.521 0.503  -0.064
H14 1.494 0.268 0.307  -1.044
H15 -0.896 -0.259 -0.493  -0.633
H16 -0.609 -1.680 0.509  0.392
C13 -3.913 0.848 -2.583  -0.382
C14 -4.142 2.056 -3.533  -0.628
O13 -2.987 2.052 -4.355  -0.406
O14 -2.657 1.005 -1.864  -0.046
H17 -3.846 -0.011 -3.247  0.152
H18 -4.727 0.736 -1.814  0.538
H19 -4.138 2.956 -2.898  0.212
H20 -5.130 1.860 -3.985  0.422
H21 -3.161 2.333 -5.254  0.265
H22 -1.954 1.089 -2.565  0.049
C15 0.965 4.515 0.647  -0.253
C16 1.088 5.353 1.963  -0.698
O15 -0.202 5.490 2.625  -0.658
O16 0.330 3.304 0.889  0.443
H23 1.978 4.325 0.274  0.191
H24 0.455 5.100 -0.173  0.297
H25 1.594 6.310 2.048  0.456
H26 1.766 4.813 2.555  0.217
H27 -0.661 4.712 2.307  0.304
H28 0.960 2.602 1.150  -0.260
C17 2.530 -1.208 5.152  -0.085
C18 3.223 -1.682 3.871  -0.725
O17 2.565 -1.074 2.691  -0.270
O18 2.907 0.154 5.240  -0.565
H29 2.866 -1.803 6.045  0.426
H30 1.463 -1.322 4.977  -0.015
H31 3.308 -2.771 3.781  0.366
H32 4.215 -1.227 3.971  0.352
H33 3.210 -1.039 1.954  0.046
H34 2.321 0.593 5.882  0.308
C19 -2.410 -1.794 3.705  -0.472
C20 -3.885 -1.462 4.104  -0.583
O19 -4.732 -1.681 2.962  -0.639
O20 -1.941 -0.955 2.667  0.180
H35 -2.259 -2.859 3.532  0.451
H36 -1.835 -1.622 4.625  0.188
H37 -3.882 -0.439 4.465  0.193
H38 -4.294 -2.112 4.862  0.415
H39 -4.682 -0.979 2.294  0.516
H40 -1.204 -0.368 2.926  0.190
C21 4.843 0.950 0.874  -1.387
C22 3.822 2.031 0.752  0.438
O21 2.647 1.777 1.527  -0.367
O22 4.425 -0.384 0.497  -0.627
H41 5.128 0.903 1.930  0.456
H42 5.787 1.209 0.423  0.582
H43 3.544 2.095 -0.305  -0.175
H44 4.283 2.952 1.086  0.549
H45 2.729 1.014 2.115  -0.167
H46 4.755 -0.338 -0.408  0.270
C23 1.775 2.591 -2.459  0.418
C24 0.294 2.315 -2.155  0.183
O23 -0.173 1.238 -2.972  -0.641
O24 1.980 2.669 -3.857  -0.616
H47 2.242 1.688 -2.030  -0.512
H48 2.116 3.473 -1.853  0.287
H49 -0.360 3.170 -2.319  0.495
H50 0.186 1.975 -1.117  -0.421
H51 0.067 1.310 -3.906  0.225
H52 2.869 2.329 -4.072  0.426
C25 -2.660 2.611 1.119  -0.196
C26 -3.917 1.706 0.971  0.871
O25 -3.869 0.572 1.795  -0.289
O26 -2.540 3.206 2.456  -0.607
H53 -2.636 3.369 0.335  0.632
H54 -1.752 2.007 1.067  -0.461
H55 -4.015 1.552 -0.121  -1.061
H56 -4.840 2.227 1.291  0.535
H57 -2.954 0.279 1.891  0.119
H58 -3.296 3.769 2.575  0.307
C27 -0.832 1.513 5.080  -0.888
C28 0.089 1.852 3.861  0.196
O27 -0.077 0.869 2.847  0.238
O28 -2.218 1.336 4.741  -0.431
H59 -0.640 2.303 5.865  0.307
H60 -0.433 0.532 5.365  0.303
H61 1.146 1.816 4.175  0.207
H62 -0.223 2.850 3.540  0.091
H63 0.757 0.438 2.674  -0.560
H64 -2.455 2.076 4.117  0.358

Its calculated total energy is -87400.4479 eV. The SMILES is O=C1OCCO1.O=C1OCCO1.O=C1OCCO1.O=C1OCCO1.OCCO.OCCO.OCCO.OCCO.OCCO.OCCO.OCCO.OCCO.

(4)
Entry from the Open Molecules 2025 dataset: C28H65AlN3S2 as an isolated structure (ωB97M-V with the def2-TZVPD basis set).

Last column: Mulliken charge in e.
Element x y z (Å)
C1 -5.343 4.460 0.954  -1.256
C2 -5.345 3.748 -0.398  -0.430
C3 -4.221 2.712 -0.636  -0.556
C4 -3.612 2.045 0.607  -0.652
C5 -3.077 0.619 0.332  0.322
C6 -1.580 0.455 0.649  -0.861
C7 -1.169 -0.938 1.158  -0.120
C8 -2.005 -2.110 0.594  -0.558
Al1 -3.447 -2.799 1.853  0.476
C9 -3.803 -1.491 3.396  -1.356
C10 -5.308 -1.223 3.582  0.626
C11 -6.054 -2.505 3.989  -0.802
S1 -7.540 -3.047 3.103  -0.180
C12 -8.373 -1.569 2.654  0.066
S2 -9.912 -1.312 3.145  -0.270
N1 -7.660 -0.742 1.774  0.280
C13 -7.923 -1.076 0.377  -0.825
C14 -6.893 -0.456 -0.577  -0.727
C15 -7.701 0.691 2.106  -0.040
C16 -8.795 1.518 1.433  -1.342
H1 -6.271 5.028 1.064  0.382
H2 -4.529 5.185 1.027  0.349
H3 -5.297 3.777 1.802  0.299
H4 -5.228 4.528 -1.158  0.390
H5 -6.318 3.294 -0.599  0.230
H6 -4.619 1.926 -1.283  0.199
H7 -3.414 3.194 -1.196  0.361
H8 -4.345 1.978 1.413  0.071
H9 -2.775 2.661 0.949  0.516
H10 -3.247 0.365 -0.717  0.455
H11 -3.657 -0.092 0.925  -0.709
H12 -1.017 0.654 -0.271  0.204
H13 -1.280 1.200 1.395  0.304
H14 -1.217 -0.936 2.254  0.434
H15 -0.111 -1.083 0.903  -0.220
H16 -1.309 -2.950 0.472  0.023
H17 -2.404 -1.879 -0.401  0.422
H18 -4.859 -2.926 1.034  -0.373
H19 -2.995 -4.244 2.483  -0.508
H20 -3.390 -1.838 4.352  0.508
H21 -3.331 -0.533 3.131  0.432
H22 -5.708 -0.777 2.676  -0.535
H23 -5.460 -0.496 4.395  0.435
H24 -6.299 -2.486 5.053  0.444
H25 -5.364 -3.343 3.849  0.312
H26 -7.823 -2.162 0.307  0.519
H27 -8.959 -0.841 0.090  0.354
H28 -7.354 0.295 -1.224  0.334
H29 -6.471 -1.226 -1.222  0.414
H30 -6.076 0.003 -0.021  -0.126
H31 -6.728 1.112 1.834  -0.306
H32 -7.802 0.760 3.189  0.623
H33 -8.806 2.510 1.893  0.444
H34 -8.568 1.680 0.377  0.252
H35 -9.783 1.075 1.553  0.265
C17 1.421 -2.907 -0.981  -1.307
C18 2.651 -2.826 -1.871  -0.509
N2 3.522 -1.710 -1.539  0.186
C19 4.533 -1.447 -2.543  -0.742
C20 5.594 -2.528 -2.795  -1.055
C21 3.965 -1.656 -0.157  -0.333
C22 4.731 -2.865 0.398  -1.073
H36 0.878 -1.961 -0.972  0.257
H37 0.745 -3.677 -1.352  0.505
H38 1.671 -3.167 0.048  0.302
H39 2.328 -2.686 -2.907  0.479
H40 3.175 -3.796 -1.840  0.264
H41 5.043 -0.510 -2.297  0.391
H42 4.016 -1.256 -3.489  0.403
H43 6.322 -2.581 -1.985  0.146
H44 6.148 -2.295 -3.708  0.406
H45 5.154 -3.517 -2.926  0.372
H46 3.089 -1.492 0.475  0.130
H47 4.580 -0.762 -0.020  0.224
H48 4.251 -3.814 0.154  0.275
H49 4.777 -2.799 1.487  0.432
H50 5.758 -2.901 0.037  0.246
C23 7.758 0.465 -0.347  -1.187
C24 8.301 1.833 -0.727  -0.350
N3 9.599 1.767 -1.379  0.083
C25 10.261 3.054 -1.485  -0.724
C26 9.604 4.140 -2.347  -0.969
C27 9.663 0.915 -2.555  -0.723
C28 8.701 1.208 -3.713  -0.911
H51 8.481 -0.091 0.252  0.318
H52 6.848 0.580 0.243  0.442
H53 7.503 -0.129 -1.226  0.087
H54 8.420 2.430 0.181  0.452
H55 7.545 2.352 -1.338  0.237
H56 11.280 2.882 -1.842  0.360
H57 10.368 3.445 -0.468  0.415
H58 9.702 3.933 -3.413  0.219
H59 10.090 5.099 -2.159  0.399
H60 8.545 4.257 -2.116  0.278
H61 9.498 -0.116 -2.232  0.374
H62 10.693 0.934 -2.923  0.363
H63 7.679 1.364 -3.363  0.209
H64 8.684 0.358 -4.397  0.366
H65 8.999 2.082 -4.291  0.276

As for the total charge: -1. Its calculated total energy is -62827.3892 eV.

F_max list, top to bottom, in eV Å⁻¹: 2.13, 4.51, 3.76, 1.03